No. 1
# C20H32N5O2PPdS3

A molecular structure, C20H32N5O2PPdS3 (the ωB97M-V functional and the def2-TZVPD basis, the OMol25 dataset).

The geometry in XYZ format:
```
64
C20H32N5O2PPdS3 (the ωB97M-V functional and the def2-TZVPD basis)
Pd 1.252 -0.117 0.760
S 0.908 -1.683 2.507
C 0.726 -0.569 3.865
S -0.717 -0.559 4.771
C 1.798 0.283 4.224
C 3.091 0.228 3.636
N 4.179 0.212 3.244
C 1.692 1.202 5.304
N 1.670 1.975 6.167
O -3.106 2.551 -0.679
P -3.318 1.772 0.567
N -2.496 2.361 1.857
C -1.111 2.844 1.691
C -0.600 3.021 3.124
C -1.861 3.093 3.982
C -2.780 2.103 3.278
N -4.896 1.798 1.153
C -5.533 3.073 1.446
C -6.908 2.637 1.935
C -7.251 1.475 0.991
C -5.886 0.924 0.522
N -3.013 0.177 0.342
C -2.588 -0.726 1.428
C -2.294 -2.048 0.719
C -1.939 -1.607 -0.704
C -2.925 -0.473 -0.962
H -1.122 3.776 1.117
H -0.475 2.111 1.180
H 0.054 3.886 3.232
H -0.036 2.136 3.412
H -2.301 4.096 3.957
H -1.665 2.808 5.015
H -3.838 2.265 3.489
H -2.510 1.083 3.570
H -5.620 3.704 0.548
H -4.957 3.626 2.189
H -7.647 3.440 1.906
H -6.826 2.282 2.964
H -7.822 1.840 0.135
H -7.853 0.709 1.481
H -5.820 0.954 -0.573
H -5.716 -0.108 0.832
H -3.368 -0.827 2.190
H -1.684 -0.359 1.916
H -3.182 -2.690 0.708
H -1.476 -2.566 1.216
H -2.020 -2.410 -1.440
H -0.916 -1.216 -0.708
H -3.904 -0.877 -1.268
H -2.605 0.237 -1.721
O 2.577 0.836 -2.024
S 1.579 1.154 -0.956
C 1.793 2.939 -0.699
C 1.386 3.626 -2.010
C 0.419 2.694 -2.785
C 0.060 1.537 -1.861
H 2.831 3.096 -0.413
H 1.150 3.217 0.137
H 2.270 3.827 -2.614
H 0.912 4.585 -1.791
H 0.921 2.306 -3.671
H -0.483 3.220 -3.101
H -0.262 0.631 -2.370
H -0.689 1.824 -1.122
```

total charge	-2
LUMO energy	4.3025	eV
HOMO	-1.2	eV
max |F|	0.29	eV/A
Kohn-Sham gap	0.201	Ha
spin multiplicity	1
ΔE to the lowest compared entry with this formula, charge and spin	1.1	kJ/mol

=====

No. 2
# C20H32N7O4SSeV

A molecular structure, C20H32N7O4SSeV at a distorted geometry (the ωB97M-V functional and the def2-TZVPD basis, the OMol25 dataset).

The geometry in XYZ format:
```
66
C20H32N7O4SSeV (the ωB97M-V functional and the def2-TZVPD basis)
V 0.704 0.729 0.161
N 0.859 2.615 -0.921
C 2.146 2.488 -1.600
C 3.130 1.955 -0.548
O 4.249 2.452 -0.405
N 2.585 0.976 0.157
C 3.143 0.707 1.448
C 2.069 1.204 2.468
O 2.330 1.242 3.663
O 0.982 1.555 1.925
H 0.911 3.339 -0.205
H 0.116 2.854 -1.577
H 2.040 1.762 -2.412
H 2.518 3.439 -2.010
H 3.316 -0.364 1.609
H 4.082 1.255 1.603
Se -1.790 -0.083 -3.706
C -0.679 0.010 -2.366
N 0.102 0.066 -1.496
C -5.471 3.957 1.146
N -4.019 3.894 1.193
C -3.537 3.461 2.490
C -3.336 3.409 0.087
S -2.297 2.121 0.203
N -3.552 4.069 -1.081
C -3.035 3.561 -2.326
C -4.043 5.426 -1.141
H -5.913 3.028 1.531
H -5.824 4.102 0.129
H -5.814 4.789 1.767
H -3.988 4.100 3.251
H -2.454 3.569 2.521
H -3.788 2.415 2.700
H -2.858 2.490 -2.244
H -2.096 4.054 -2.597
H -3.765 3.744 -3.115
H -4.128 5.842 -0.140
H -5.019 5.469 -1.637
H -3.340 6.037 -1.715
C 2.466 -3.955 -2.394
C 1.461 -4.490 -1.376
N 2.076 -4.935 -0.145
C 2.931 -6.106 -0.215
C 4.410 -5.751 -0.108
C 1.755 -4.504 1.101
O 2.181 -5.071 2.096
C 0.860 -3.316 1.235
C -0.304 -3.435 2.004
C -1.089 -2.298 2.182
C -0.690 -1.101 1.635
N 0.448 -0.965 0.926
C 1.199 -2.068 0.744
H 1.926 -3.566 -3.252
H 3.135 -4.742 -2.733
H 3.057 -3.146 -1.973
H 0.931 -5.346 -1.820
H 0.729 -3.714 -1.148
H 2.719 -6.637 -1.144
H 2.676 -6.753 0.631
H 4.724 -5.099 -0.919
H 5.010 -6.658 -0.128
H 4.581 -5.239 0.835
H -0.575 -4.377 2.450
H -1.995 -2.352 2.770
H -1.277 -0.192 1.752
H 2.116 -1.926 0.183
```

total charge	-1
LUMO energy (alpha / beta)	2.1637 / 2.1617	eV
HOMO (alpha / beta)	-2.8 / -5.1	eV
max |F|	3.02	eV/A
Kohn-Sham gap (alpha / beta)	0.181 / 0.265	Ha
spin multiplicity	4
ΔE to the lowest compared entry with this formula, charge and spin	169.9	kJ/mol

=====

No. 3
# C20H32O25S5

6 unconnected molecules or ions with the total composition C20H32O25S5 at a distorted geometry (the ωB97M-V functional and the def2-TZVPD basis, the OMol25 dataset).

The geometry in XYZ format:
```
82
C20H32O25S5 (the ωB97M-V functional and the def2-TZVPD basis)
C 0.588 0.384 0.333
C -0.662 0.650 0.850
C -1.634 1.725 0.418
C -2.261 1.737 -0.990
O -3.061 2.976 -0.898
C -2.673 3.770 0.154
O -3.302 4.641 0.669
C -1.237 3.217 0.508
C -0.372 3.890 -0.599
C 1.026 3.313 -0.851
O 1.305 2.861 -1.931
O 1.947 3.335 0.173
C 3.272 3.246 -0.324
C 4.003 1.911 -0.211
O 3.795 4.205 -0.800
H 1.449 0.652 0.972
H 0.814 -0.104 -0.624
H -1.017 -0.044 1.657
H -2.484 1.638 1.120
H -3.017 0.950 -1.084
H -1.632 1.915 -1.870
H -0.867 3.486 1.506
H -0.860 3.969 -1.575
H -0.209 4.931 -0.256
H 4.004 1.416 -1.191
H 5.024 2.122 0.136
H 3.528 1.287 0.557
O -0.825 -0.741 4.001
S -1.133 0.633 4.171
O -2.269 1.246 3.574
O 0.174 1.493 3.804
C 0.565 2.290 4.928
C 0.097 1.512 6.140
O -1.162 0.954 5.746
H 0.057 3.255 4.855
H 1.641 2.448 4.926
H -0.019 2.140 7.019
H 0.777 0.688 6.370
O -4.575 -3.306 -1.990
S -4.248 -2.162 -1.220
O -3.645 -1.010 -1.788
O -3.371 -2.636 0.042
C -4.014 -2.243 1.260
C -5.491 -2.218 0.929
O -5.555 -1.697 -0.404
H -3.650 -1.249 1.534
H -3.779 -2.945 2.057
H -6.060 -1.592 1.612
H -5.915 -3.225 0.921
O 3.742 -3.435 -4.232
S 3.445 -2.188 -3.625
O 2.742 -2.063 -2.399
O 2.734 -1.248 -4.727
C 3.492 -0.050 -4.910
C 4.922 -0.441 -4.595
O 4.818 -1.350 -3.496
H 3.121 0.701 -4.208
H 3.378 0.319 -5.927
H 5.538 0.414 -4.327
H 5.383 -0.972 -5.432
O -6.004 -0.865 6.397
S -6.284 0.392 6.995
O -6.975 0.509 8.227
O -7.013 1.317 5.897
C -6.259 2.517 5.693
C -4.826 2.130 5.990
O -4.914 1.228 7.099
H -6.622 3.272 6.394
H -6.388 2.878 4.675
H -4.209 2.989 6.242
H -4.377 1.594 5.151
O 3.782 -5.829 -5.972
S 5.099 -5.336 -5.798
O 5.458 -4.492 -4.722
O 5.565 -4.646 -7.182
C 6.750 -5.281 -7.668
C 6.674 -6.704 -7.153
O 6.123 -6.588 -5.841
H 7.614 -4.755 -7.254
H 6.785 -5.235 -8.754
H 7.647 -7.188 -7.118
H 5.990 -7.307 -7.757
```

SMILES	C=C[C@@H]1COC(=O)[C@@H]1CC(=O)OC(C)=O.O=S1(=O)OCCO1.O=S1(=O)OCCO1.O=S1(=O)OCCO1.O=S1(=O)OCCO1.O=S1(=O)OCCO1
LUMO energy	-0.2624	eV
HOMO	-7.8	eV
max |F|	3.26	eV/A
Kohn-Sham gap	0.277	Ha
spin multiplicity	1

=====

No. 4
# C20H32O3

C20H32O3 in the gas phase at a distorted geometry (the ωB97M-V functional and the def2-TZVPD basis, the OMol25 dataset).

The geometry in XYZ format:
```
55
C20H32O3 (the ωB97M-V functional and the def2-TZVPD basis)
C 3.467 -1.825 -0.579
C 3.379 -0.330 -0.977
C 3.987 0.610 0.117
C 2.945 1.558 0.758
C 2.585 1.200 2.240
C 1.080 0.876 2.384
C 0.199 2.152 2.618
C -1.025 2.000 1.741
C -1.479 2.910 0.918
C -2.691 2.515 0.100
O -3.553 3.269 -0.186
C -2.672 1.054 -0.353
O -3.074 0.691 -1.609
C -2.197 1.286 -2.582
C -0.762 0.736 -2.578
C -0.557 -0.524 -3.456
C -2.227 0.135 0.474
C -2.127 -1.334 0.101
C -3.468 -1.965 -0.397
C -1.524 -2.234 1.212
C -0.826 -3.499 0.650
C -1.784 0.677 1.824
O -2.024 0.158 2.860
H 2.853 -2.023 0.309
H 4.510 -2.120 -0.413
H 3.082 -2.462 -1.389
H 3.943 -0.242 -1.916
H 2.330 -0.090 -1.197
H 4.495 -0.039 0.841
H 4.746 1.207 -0.407
H 3.311 2.595 0.771
H 2.053 1.536 0.116
H 3.125 0.265 2.456
H 2.947 1.944 2.959
H 0.775 0.464 1.406
H 0.870 0.090 3.119
H -0.032 2.311 3.674
H 0.779 2.980 2.186
H -0.990 3.875 0.803
H -2.632 1.065 -3.567
H -2.189 2.384 -2.497
H -0.124 1.528 -3.007
H -0.354 0.533 -1.579
H -1.265 -1.306 -3.156
H -0.610 -0.261 -4.517
H 0.457 -0.899 -3.253
H -1.418 -1.391 -0.742
H -3.614 -2.960 0.035
H -4.301 -1.283 -0.206
H -3.394 -2.096 -1.485
H -0.795 -1.709 1.840
H -2.352 -2.550 1.859
H -0.047 -3.785 1.373
H -0.305 -3.315 -0.298
H -1.501 -4.361 0.602
```

SMILES	CCCCCCCC1=CC(=O)C(OCCC)=C([C@H](C)CC)C1=O
LUMO energy	-0.1968	eV
HOMO	-9.4	eV
max |F|	2.35	eV/A
Kohn-Sham gap	0.338	Ha
spin multiplicity	1
ΔE to the lowest compared entry with this formula, charge and spin	221.3	kJ/mol